Formula: C10H10N2O2
Source: OMol25
Level of theory: the ωB97M-V functional and the def2-TZVPD basis

The calculation puts the energy above the lowest of the compared OMol25 structures with the same formula, charge and spin at 134.9 kcal per mole. The value obtained for the HOMO-LUMO gap (alpha / beta) is 8.00 / 6.44 eV. The HOMO energy (alpha / beta) comes out at -0.3028 / -0.2468 Eh.

Structure (XYZ):
```
24
Properties=species:S:1:pos:R:3:forces:R:3
C -1.6016 1.3146 3.1614 1.549 0.932 1.595
C -0.3581 0.6580 3.0460 -0.068 1.288 -0.922
C -2.5776 1.2108 2.1961 1.014 -0.306 0.822
C -0.1505 -0.0674 1.8827 -1.268 -0.247 0.474
C -1.2647 -0.1872 1.0238 0.934 0.499 -1.311
C 1.0217 -0.9278 1.7489 0.006 -1.456 -0.668
C 1.0675 0.5409 -1.1536 -1.261 0.814 0.375
C 0.3348 0.5482 -2.4826 -1.666 -1.512 0.684
C 0.5797 -1.6913 -1.9483 -0.044 2.453 0.383
C 0.8055 -0.8505 -0.7004 -1.279 0.167 -0.676
N -2.3743 0.4834 1.0658 -0.309 0.032 0.913
N 1.1893 -1.4607 0.4192 0.712 1.260 1.304
O 1.6663 -1.3451 2.6826 0.144 0.265 -0.356
O 0.7439 -0.7355 -2.9938 0.243 -0.281 -1.014
H -1.6948 2.0842 3.9862 -0.258 -1.240 -0.925
H 0.5215 0.9096 3.6498 -0.593 -0.325 0.233
H -3.4483 1.7534 2.5240 -0.838 -0.030 -1.271
H 2.1037 0.6774 -1.3684 1.066 0.269 0.128
H 0.6568 1.3235 -0.5101 0.419 -0.116 0.199
H -0.8072 0.4246 -2.2285 1.795 0.882 -0.766
H 0.5888 1.3702 -3.1869 -0.293 -0.814 0.467
H 1.2136 -2.5397 -2.0334 1.074 -0.541 -0.342
H -0.4095 -2.0545 -1.9633 -1.529 -0.528 0.014
H 1.1488 -2.4363 0.3052 0.450 -1.466 0.660
```
Forces are in eV/Å.

---

Formula: C23H75BBrIN5O24S2
Source: OMol25
Level of theory: the ωB97M-V functional and the def2-TZVPD basis

The value obtained for the HOMO-LUMO gap is 7.60 eV. The HOMO energy comes out at -0.3942 Eh. Its total charge is +1.

Structure (XYZ):
```
132
Properties=species:S:1:pos:R:3:forces:R:3
N 4.0287 -1.1357 0.9149 -0.027 -0.243 -0.157
C 4.6153 -0.8001 -0.3968 -0.990 -0.786 -0.037
C 3.9978 -1.6928 -1.4866 0.158 0.006 -0.789
C 2.9120 -0.9891 -2.2856 -0.671 -0.066 0.805
C 1.7542 -0.6490 -1.3243 -0.258 1.031 -0.836
C 0.5798 -1.6017 -1.4705 0.310 -0.609 0.233
C -0.1693 -1.8403 -0.1589 -1.356 1.110 -0.909
C -1.3768 -0.9564 0.1130 0.917 -0.367 -0.554
C -1.4413 0.3023 -0.6569 -0.857 0.643 0.678
C -2.4197 1.4145 -0.2859 0.354 0.503 -0.290
C -2.0286 2.2319 0.9488 -0.513 -0.097 0.091
S -0.7623 3.4534 0.5322 0.829 -0.199 -0.349
C 0.1152 3.6070 2.0808 -0.336 -0.106 0.141
S -0.6764 3.7574 3.4763 -0.096 -0.373 0.523
N 1.5020 3.6307 1.9904 -0.897 0.351 -0.677
C 2.1848 4.2225 0.9444 1.156 -0.491 0.199
C 3.5009 4.0081 1.2360 -0.727 0.371 -0.410
N 3.6385 3.3250 2.4175 -0.180 -0.435 0.324
C 2.4293 3.0942 2.8547 0.688 0.603 -0.208
N -2.1505 -1.5078 0.9951 -0.182 0.581 -0.180
C -3.4203 -0.8676 1.3937 0.031 -0.035 0.433
C -4.2602 -1.5616 2.4500 -0.244 -0.090 -0.133
C -5.4956 -0.7266 2.7188 0.739 -0.089 0.190
O -6.5954 -1.1576 2.6049 -0.866 -0.114 -0.225
O -5.2917 0.5504 3.0919 0.000 0.063 0.131
C -1.5496 -2.7882 1.4861 0.007 -2.780 0.005
C -2.4963 -3.9828 1.7994 -1.368 0.967 0.538
N -2.9768 -4.0683 3.1886 0.608 0.206 -0.393
C -0.6297 -2.6433 2.7002 0.233 1.485 0.139
B -1.0644 -1.4645 3.6778 0.031 -0.467 -0.091
O -1.7259 -1.6470 4.8516 0.510 0.127 0.173
O -0.7568 -0.1798 3.3010 0.018 0.087 0.119
C -0.8134 -3.1900 0.1700 2.446 -0.274 0.689
I 0.8730 -4.5355 0.5354 -0.287 -0.023 0.157
C -1.7114 -3.8284 -0.8779 -0.069 -0.067 0.003
C -1.1806 -3.9794 -2.2908 0.030 0.298 0.152
O -1.3680 -3.1457 -3.1032 -0.237 0.504 -0.680
Br -0.2729 -5.5918 -2.8277 -0.106 -0.123 0.228
H 4.7379 -1.2338 1.6183 0.107 0.235 0.349
H 3.3856 -0.4126 1.1916 0.145 0.176 0.397
H 5.6842 -0.9568 -0.3869 0.236 0.339 0.063
H 4.3675 0.2246 -0.6515 0.428 0.270 0.003
H 3.5282 -2.5633 -1.0291 0.200 -0.188 0.234
H 4.7648 -2.0535 -2.1720 0.148 -0.031 -0.031
H 2.4944 -1.6276 -3.0637 0.173 -0.130 -0.199
H 3.2419 -0.0740 -2.7527 0.393 0.069 -0.106
H 2.0901 -0.5654 -0.2953 0.060 -0.279 0.083
H 1.4226 0.3500 -1.6089 -0.145 0.057 0.155
H -0.0555 -1.2885 -2.2897 -0.181 0.031 -0.072
H 0.9781 -2.5703 -1.7743 0.061 -0.170 0.015
H 0.5206 -1.4505 0.5945 0.119 -0.732 0.495
H -1.5868 0.0326 -1.7023 0.120 -0.259 -0.126
H -0.4359 0.7209 -0.6235 0.237 -0.063 -0.149
H -2.4306 2.1050 -1.1285 -0.089 0.018 -0.196
H -3.4389 1.0663 -0.1824 -0.135 0.018 -0.058
H -2.9075 2.7677 1.2913 -0.082 0.009 0.282
H -1.6539 1.5822 1.7358 0.117 0.104 0.194
H 1.7424 4.7259 0.1086 -0.334 -0.031 -0.102
H 4.3156 4.3207 0.6111 0.351 -0.016 0.152
H 2.1755 2.5706 3.7594 -0.146 0.049 -0.031
H -4.0233 -0.7497 0.4998 -0.067 -0.139 -0.177
H -3.1753 0.1271 1.7440 0.158 0.113 0.038
H -3.7549 -1.7718 3.3900 0.263 0.150 0.031
H -4.6501 -2.5003 2.0859 -0.060 -0.149 -0.104
H -4.3723 0.6717 3.3571 0.048 0.241 0.054
H -3.3689 -3.8934 1.1544 0.000 -0.228 -0.273
H -1.9854 -4.9027 1.5465 0.356 0.009 -0.230
H -3.9760 -4.1966 3.2012 -0.073 -0.261 0.269
H -2.5670 -4.8810 3.6234 -0.206 -0.146 0.168
H 0.3862 -2.3836 2.4054 0.085 0.033 -0.225
H -0.5285 -3.5870 3.2171 -0.228 -0.239 0.042
H -1.6608 -2.5705 5.1145 -0.514 -0.119 0.062
H -0.8701 0.4107 4.0583 -0.126 0.259 -0.105
H -2.5997 -3.2109 -0.9750 -0.148 0.064 -0.219
H -2.0598 -4.8103 -0.5826 0.089 -0.129 0.337
O 0.3948 1.9325 -2.8716 -0.345 0.103 0.083
H 0.4290 2.7470 -2.3554 0.252 0.060 -0.057
H -0.0677 2.1806 -3.6828 -0.052 -0.106 -0.008
O -8.3778 -0.9791 0.2003 0.208 -0.004 -0.254
H -8.2037 -1.6930 -0.4221 -0.099 -0.025 -0.021
H -7.6391 -1.0187 0.8205 -0.229 0.026 0.197
O 5.3541 0.8186 -2.8313 0.018 0.258 -0.285
H 6.0300 0.6695 -3.4990 0.015 -0.019 -0.003
H 5.7966 1.3786 -2.1856 0.094 -0.130 0.100
O -7.3395 1.0833 -1.7621 0.215 -0.081 0.097
H -7.0162 1.8534 -1.2866 -0.128 0.105 -0.035
H -7.8626 0.6015 -1.1045 -0.076 -0.079 0.071
O 2.3558 0.8427 4.9416 -0.333 -0.267 -0.172
H 1.8054 0.4479 4.2547 0.133 -0.074 -0.025
H 1.9938 0.5104 5.7740 0.193 0.101 0.131
O 6.3189 1.6142 3.4502 0.091 -0.096 0.144
H 5.5598 1.8026 4.0124 -0.076 0.006 -0.160
H 6.7430 2.4698 3.3395 -0.023 0.011 -0.057
O 7.7819 -0.2320 -1.5628 -0.041 0.149 -0.086
H 7.9125 -0.9519 -2.1858 0.017 -0.036 0.007
H 8.5002 -0.3443 -0.9293 0.073 0.021 -0.039
O 2.4864 5.0069 -2.1578 -0.327 0.015 0.161
H 3.1631 5.4614 -1.6475 0.215 -0.026 -0.191
H 2.6101 5.3499 -3.0510 -0.052 -0.086 -0.105
O -8.2797 1.6449 2.2263 0.061 0.123 -0.086
H -8.7598 1.2056 2.9342 -0.042 -0.050 -0.037
H -7.3655 1.3795 2.3565 0.001 -0.011 0.131
O -2.3182 1.8364 -4.3736 -0.055 -0.092 0.064
H -3.0510 1.6009 -4.9600 0.071 0.112 -0.277
H -2.6056 1.5396 -3.5065 -0.002 0.031 0.034
O -4.6596 -3.7195 -1.7348 -0.065 -0.007 -0.070
H -4.5419 -3.3984 -2.6364 0.000 0.039 0.002
H -5.3387 -4.3976 -1.8150 -0.023 -0.005 0.040
O 5.1328 6.2623 -2.3943 0.081 0.112 0.190
H 5.8595 6.1562 -3.0156 -0.045 -0.068 -0.060
H 5.4403 6.9366 -1.7796 0.005 0.045 -0.038
O -3.9383 1.6387 -7.0928 -0.074 0.147 0.291
H -4.4514 1.0871 -7.6924 0.117 -0.126 -0.011
H -3.5281 2.2911 -7.6667 -0.017 0.068 0.026
O -4.9916 -6.0130 4.3410 -0.083 0.029 -0.039
H -5.7137 -6.3450 3.7976 0.005 -0.048 -0.004
H -5.2582 -6.2260 5.2413 0.038 0.023 0.033
O 1.3857 5.7720 -5.0401 -0.072 -0.021 0.102
H 1.0755 5.3916 -5.8671 0.097 -0.024 -0.044
H 0.5796 6.0220 -4.5772 0.021 0.054 0.040
O 7.7993 -2.7436 0.0848 -0.011 -0.088 0.077
H 7.3725 -3.0265 -0.7292 -0.027 -0.047 0.001
H 7.0724 -2.4336 0.6356 0.076 0.001 0.003
O -2.6432 -0.1573 -9.0103 0.001 -0.073 -0.100
H -2.1232 0.6458 -9.1030 0.059 -0.018 -0.061
H -2.2740 -0.5865 -8.2324 -0.031 -0.010 0.029
O 10.5253 1.1941 -1.7667 0.056 0.042 0.048
H 10.4893 1.9915 -1.2301 0.049 -0.002 0.038
H 10.1248 1.4502 -2.6025 -0.052 -0.059 -0.011
O 1.9276 2.1136 7.2896 -0.019 0.097 0.050
H 2.5604 2.5799 7.8443 -0.035 -0.055 0.105
H 2.0571 2.4873 6.4113 0.010 0.021 -0.011
```
Forces are in eV/Å.

---

Formula: C4H7NO
Source: OMol25
Level of theory: the ωB97M-V functional and the def2-TZVPD basis

The SMILES is C[C@H]1CC(=O)N1. The calculation puts the energy above the lowest of the compared OMol25 structures with the same formula, charge and spin at 36.6 kcal per mole. The value obtained for the HOMO-LUMO gap is 10.59 eV. The HOMO energy comes out at -0.3587 Eh.

Structure (XYZ):
```
13
Properties=species:S:1:pos:R:3:forces:R:3
C -1.5413 -0.3377 0.4266 -0.025 0.130 0.120
C -0.2907 -0.1799 -0.4074 -0.026 0.089 0.229
C 0.6003 1.0413 -0.2091 -0.085 0.554 0.151
C 1.7106 0.0982 0.2131 0.212 0.256 0.129
O 2.8174 0.2654 0.6457 -0.610 -0.566 -0.515
N 0.8732 -1.0492 0.0919 -1.861 0.708 -0.475
H -2.0998 -1.2477 0.1697 0.230 0.178 0.047
H -1.2462 -0.4016 1.4763 -0.162 0.064 0.002
H -2.2118 0.5162 0.2888 0.032 -0.083 0.023
H -0.5317 -0.3495 -1.4776 0.316 -0.074 0.498
H 0.8498 1.5974 -1.1132 -0.079 0.106 0.138
H 0.2647 1.6950 0.5879 0.069 0.367 0.043
H 0.8055 -1.6479 -0.6928 1.990 -1.731 -0.390
```
Forces are in eV/Å.

---

Formula: C6H10O3S
Source: OMol25
Level of theory: the ωB97M-V functional and the def2-TZVPD basis

The SMILES is COC(=S)[C@@](C)(O)C(C)=O. The calculation puts the energy above the lowest of the compared OMol25 structures with the same formula, charge and spin at 23.6 kcal per mole. The value obtained for the HOMO-LUMO gap is 9.53 eV. The HOMO energy comes out at -0.3375 Eh.

Structure (XYZ):
```
20
Properties=species:S:1:pos:R:3:forces:R:3
C 1.8259 2.3387 -0.6460 -2.457 1.846 -2.412
O 1.0486 1.3535 -0.0463 0.911 0.597 1.478
C 0.7812 0.3563 -0.7910 -1.294 -1.527 0.750
S 1.4047 0.0345 -2.2754 0.042 -0.170 0.312
C -0.4411 -0.3808 -0.1542 1.207 -1.943 0.316
C -1.5776 0.5242 -0.3459 -1.589 2.611 -2.521
O -0.4999 -1.5683 -0.8887 -1.356 -0.723 0.511
C -0.5860 -0.8808 1.5237 2.115 0.377 -2.966
C -0.3011 -2.3618 1.6448 0.134 1.360 2.624
O -0.8368 -0.0603 2.3333 -0.481 0.194 0.849
H 1.6016 3.2345 -0.1274 0.506 0.802 1.036
H 1.2381 2.5061 -1.6146 1.601 0.042 0.664
H 2.8514 2.1314 -0.8143 0.820 -0.418 0.011
H -1.7814 0.8459 -1.4761 1.002 -0.349 2.279
H -1.5872 1.3787 0.3468 0.686 0.059 -0.531
H -2.5189 0.1343 -0.1118 -1.347 -1.549 0.512
H 0.1199 -1.4723 -1.6218 0.097 -0.159 -0.482
H 0.5432 -2.5891 1.0625 0.842 -0.462 -0.962
H -1.1656 -2.8379 1.3078 -1.224 -1.148 -0.884
H -0.1192 -2.6869 2.6945 -0.214 0.560 -0.582
```
Forces are in eV/Å.

---

Formula: C22H20MnN4O8
Source: OMol25
Level of theory: the ωB97M-V functional and the def2-TZVPD basis

The calculation puts the energy above the lowest of the compared OMol25 structures with the same formula, charge and spin at 0.0 kcal per mole. The value obtained for the HOMO-LUMO gap (alpha / beta) is 4.79 / 5.65 eV. The HOMO energy (alpha / beta) comes out at -0.2852 / -0.2853 Eh. The spin multiplicity is 2.

Structure (XYZ):
```
55
Properties=species:S:1:pos:R:3:forces:R:3
Mn -0.2727 0.2288 0.3636 0.170 -0.141 -0.684
C 0.5805 -2.1656 -1.0966 0.031 -0.026 -0.027
N -0.1482 -2.0538 0.1873 -0.007 -0.008 0.034
C -1.3658 -2.8764 0.0527 0.010 -0.198 0.109
C 0.6361 -2.6127 1.2955 0.108 -0.030 -0.008
C 1.7856 -1.6984 1.5035 -0.004 0.070 0.098
C 3.0068 -2.1428 1.9988 -0.080 -0.035 -0.056
C 4.0961 -1.2925 2.0341 0.009 0.002 -0.011
C 3.9681 -0.0058 1.5394 0.019 0.084 -0.042
C 2.7458 0.4606 1.0696 -0.149 -0.186 -0.050
C 1.6354 -0.3845 1.0748 0.375 0.118 0.032
H 0.7980 -3.2168 -1.3128 -0.019 0.026 -0.002
H 1.5185 -1.6164 -1.0616 -0.014 -0.013 -0.018
H -0.0517 -1.7660 -1.8878 0.008 -0.016 0.009
H -1.0616 -3.9057 -0.1677 0.007 0.025 0.001
H -1.9985 -2.5085 -0.7469 0.017 -0.041 0.045
H -1.9158 -2.8780 0.9919 0.193 -0.052 -0.264
H 0.9768 -3.6265 1.0508 -0.052 0.013 0.026
H -0.0126 -2.6877 2.1721 0.005 0.085 0.001
H 3.1049 -3.1725 2.3215 -0.013 -0.002 0.015
H 5.0461 -1.6405 2.4155 0.014 0.001 0.010
H 4.8208 0.6601 1.5242 -0.001 0.004 0.001
H 2.6890 1.4727 0.7078 -0.081 0.093 0.024
C -3.3567 -1.2377 1.9970 -0.115 0.133 -0.103
C -2.4413 -0.2018 2.5395 -0.222 0.069 -0.061
N -1.3575 0.3334 1.9805 -0.123 -0.127 0.419
C -0.9389 1.3436 2.8108 0.079 0.066 0.249
C -1.7433 1.4186 3.8976 -0.137 -0.054 -0.081
N -2.6820 0.4378 3.6987 0.123 -0.003 -0.005
C -1.7995 2.2731 5.1152 0.119 -0.115 0.082
O -0.8880 3.2171 5.2229 0.066 -0.072 -0.124
O -2.6434 2.0415 5.9427 -0.022 0.082 -0.055
C 0.1587 2.1759 2.3158 0.145 0.129 -0.259
O 0.5887 3.1495 2.9137 -0.050 -0.211 0.119
O 0.5499 1.7748 1.1471 0.147 0.391 0.402
H -3.3223 -1.2232 0.9067 -0.006 -0.022 0.176
H -4.3759 -1.0228 2.3144 -0.008 0.015 0.043
H -3.0952 -2.2305 2.3599 -0.045 0.023 0.067
H -3.4449 0.2735 4.3415 0.005 -0.012 0.000
H -0.2663 3.2405 4.4448 -0.138 0.096 0.007
O -3.5970 4.6555 -3.9723 -0.063 -0.153 0.196
C -2.5939 5.0008 -3.3291 0.016 0.232 -0.557
O -1.9916 6.0820 -3.2552 0.076 -0.047 0.225
C -1.9402 3.8543 -2.5243 0.019 -0.152 0.216
C -0.7244 4.0216 -1.8795 0.080 0.105 0.008
C -0.1717 2.9996 -1.1313 0.016 -0.217 -0.158
N -0.7760 1.8057 -1.0047 0.015 0.189 0.137
C -1.9418 1.6382 -1.6588 -0.115 -0.054 0.047
C -2.5512 2.6075 -2.4128 -0.022 -0.020 -0.135
C -2.5053 0.2966 -1.4135 0.378 -0.550 0.396
O -3.4926 -0.2088 -1.8670 -0.064 0.258 -0.063
O -1.7249 -0.3913 -0.5489 -0.771 0.251 -0.618
H -0.2380 4.9841 -1.9646 0.039 0.003 0.009
H 0.7721 3.1218 -0.6306 0.059 0.031 0.155
H -3.4894 2.4307 -2.9214 -0.028 -0.037 0.022
```
Forces are in eV/Å.

---

| no. | E (eV) | largest force on an atom (eV/A) |
| --- | --- | --- |
| 1 | -17602.691 | 2.484 |
| 2 | -182145.188 | 2.780 |
| 3 | -7798.057 | 2.666 |
| 4 | -23359.653 | 3.962 |
| 5 | -76798.105 | 1.019 |